<w>
Formula: C3H6N2O2
Source: OMol25
Level of theory: ωB97M-V/def2-TZVPD

Geometry as ORCA input:
```
! RIJCOSX wB97M-V def2-TZVPD def2/J DEFGRID3
* xyz 0 1
C 0.88128 1.01890 -0.71867
C -0.82243 -2.09007 -0.30094
C -0.31089 0.30043 -0.25826
N 1.28316 1.14263 -1.89046
N -0.49689 0.26338 1.29139
O -0.94215 -2.21491 0.85275
O -0.64567 -2.33071 -1.42741
H 1.50221 1.35348 0.15370
H -1.29112 0.42251 -0.64930
H 2.25341 1.47533 -1.85163
H -0.37714 -0.84463 1.60417
H -1.32329 0.62416 1.60758
H 0.28952 0.87951 1.58707
*
```

Computed properties:
highest occupied orbital energy: -7.437 eV
LUMO: 0.31 eV

=====

<x>
Formula: C3H6N2O2
Source: OMol25
Level of theory: ωB97M-V/def2-TZVPD

Geometry as ORCA input:
```
! RIJCOSX wB97M-V def2-TZVPD def2/J DEFGRID3
* xyz 0 1
N 0.72325 0.18220 0.01599
N 1.89631 0.20389 -0.71678
C -0.00062 -1.06114 0.54312
C -0.20857 1.10084 0.12303
C -1.41711 0.34356 0.30139
O -1.99752 -0.26518 -0.80829
O -0.16599 -2.06419 -0.14621
H -1.61308 -1.16834 -0.89960
H 2.10616 1.13696 -1.05202
H 2.65733 -0.19271 -0.17782
H 0.16328 -1.06934 1.62796
H 0.01666 2.16581 0.17243
H -2.16009 0.68765 1.01680
*
```

Computed properties:
highest occupied orbital energy: -8.262 eV
LUMO: 0.26 eV

=====

It comes down to <w>, which is 118.7 kJ/mol more stable than the next structure.

=====

<w>
Formula: C3H6N2O2
Source: OMol25
Level of theory: ωB97M-V/def2-TZVPD

Geometry as ORCA input:
```
! RIJCOSX wB97M-V def2-TZVPD def2/J DEFGRID3
* xyz 0 1
C -0.84651 1.28362 0.39893
C -1.45208 -0.20736 -0.09389
C 0.92691 -1.33644 0.19305
H -0.06019 1.04760 1.28269
H -1.55539 2.30116 0.78630
H -0.00943 1.47822 -0.68634
H -0.88409 -2.10664 -0.56529
H 1.10897 -2.39915 0.46828
H 2.44484 1.42599 -0.40848
N -0.49639 -1.31167 -0.07344
N 1.82780 -0.47532 0.03026
O -2.57716 -0.35986 -0.55123
O 1.57271 0.65987 -0.78083
*
```

Computed properties:
highest occupied orbital energy: -9.451 eV
LUMO: 0.13 eV

=====

<x>
Formula: C3H6N2O2
Source: OMol25
Level of theory: ωB97M-V/def2-TZVPD

Geometry as ORCA input:
```
! RIJCOSX wB97M-V def2-TZVPD def2/J DEFGRID3
* xyz 0 1
H 1.01832 2.31695 -0.80700
N 0.06706 2.58538 -0.71734
C -0.43032 1.48254 -0.43745
N 0.48605 0.36279 -0.30556
O 1.37973 0.41680 -1.37829
C 0.12415 -0.93054 -0.00032
C -0.77361 -1.27993 1.13881
O 0.88939 -1.82345 -0.51162
H -1.53001 1.44616 -0.27730
H 1.70308 -0.52053 -1.33588
H -0.71265 -0.54828 1.99989
H -0.32580 -2.14573 1.61570
H -1.89538 -1.36217 1.01637
*
```

Computed properties:
highest occupied orbital energy: -9.883 eV
LUMO: 0.56 eV

=====

It comes down to <x>, which is 270.4 kJ/mol more stable than the next structure.

=====

<w>
Formula: C4H13NS
Source: OMol25
Level of theory: ωB97M-V/def2-TZVPD

Geometry as ORCA input:
```
! RIJCOSX wB97M-V def2-TZVPD def2/J DEFGRID3
* xyz 0 1
C -2.22795 0.26267 -0.23748
C -1.79981 0.27538 1.27960
C -0.38083 0.93477 1.40872
S 0.96971 -0.26279 1.19162
H -2.00391 1.21493 -0.79469
H -3.27961 0.03004 -0.30383
H -1.70677 -0.52873 -0.77690
H -2.49929 0.89571 1.87947
H -1.78844 -0.73774 1.72965
H -0.28059 1.25124 2.44434
H -0.33837 1.70998 0.69171
H 0.74516 -0.55927 -0.07349
C 1.60766 0.16894 -2.07637
N 0.78514 -1.09893 -2.11684
H 2.44701 0.12356 -1.36048
H 2.06661 0.51446 -3.03116
H 0.99071 0.96169 -1.65465
H 1.37739 -1.86187 -2.45716
H 0.06430 -0.96730 -2.78760
*
```

Computed properties:
highest occupied orbital energy: -8.518 eV
LUMO: 0.95 eV

=====

<x>
Formula: C4H13NS
Source: OMol25
Level of theory: ωB97M-V/def2-TZVPD

Geometry as ORCA input:
```
! RIJCOSX wB97M-V def2-TZVPD def2/J DEFGRID3
* xyz 0 1
C 0.27174 3.33061 -0.48508
C 1.40793 2.58579 -1.20538
N 1.29488 1.13378 -1.10512
H 0.28063 4.39498 -0.69081
H 0.20360 2.98264 0.54230
H -0.57571 2.93048 -1.03601
H 2.34099 2.90368 -0.73255
H 1.30025 2.76597 -2.28781
H 0.33870 0.84750 -1.31091
H 1.83013 0.41377 -1.56937
C -0.77970 -1.83994 1.49315
C -0.97750 -2.96375 0.50152
S -0.72710 -4.60347 1.33346
H -1.57749 -1.61277 2.20501
H 0.11171 -1.91967 2.12140
H -0.60545 -0.98708 0.82229
H -1.91448 -2.82532 -0.03102
H -0.19587 -2.88826 -0.26300
H -2.02727 -4.64893 1.69792
*
```

Computed properties:
highest occupied orbital energy: -8.936 eV
LUMO: 0.89 eV

=====

It comes down to <w>, which is 42.1 kJ/mol more stable than the next structure.